(1)
Molecular formula: C27H35ClN6OSV
Method: DFT, ωB97M-V/def2-TZVPD

Output
Multiplicity: 2
Kohn-Sham gap (alpha / beta): 6.527 / 5.933 eV

Geometry as XYZ:
```
72
Properties=species:S:1:pos:R:3:forces:R:3
C 0.443840 -2.756977 1.980388 0.018 -0.020 -0.031
C -2.543973 -1.951392 -2.703979 0.014 0.010 -0.010
H -5.332435 -0.292822 -1.793065 0.002 0.002 0.001
H 0.997157 1.356341 -4.347219 0.006 -0.025 0.016
S 5.503048 -0.512495 -2.120167 0.019 0.005 0.002
H -1.863168 2.828597 -2.915078 0.019 0.004 0.031
C 2.179595 0.932113 2.567774 0.001 -0.137 0.043
H -1.087216 -1.248654 -4.115791 0.008 -0.001 -0.002
H -2.101664 3.152102 -0.442429 0.002 -0.003 -0.003
H 2.096811 0.419618 3.533157 0.000 0.032 0.008
C -2.009098 -1.029808 -3.593073 -0.031 0.000 -0.008
C -1.216155 2.317093 -2.216464 0.000 0.027 0.054
N 0.043189 1.248838 -4.036559 0.028 -0.098 0.002
C -1.346758 2.492288 -0.847909 0.028 0.021 0.042
H -2.027238 -2.891447 -2.546079 0.005 0.003 0.009
H -0.021231 -0.605968 3.456306 -0.001 -0.013 -0.001
C 0.457110 2.552994 3.438717 -0.038 0.033 -0.026
H 3.918389 -2.575891 0.028282 -0.001 -0.004 0.003
C -3.862933 0.427477 -3.164898 -0.008 -0.012 -0.010
H -1.070828 0.224179 2.312806 0.009 0.005 0.011
H -0.564622 -2.087456 -0.422710 -0.006 0.000 0.008
H 3.245010 1.035785 2.327840 0.010 -0.009 -0.012
N 2.775353 -2.032362 1.702337 0.002 0.030 -0.053
C 1.256691 4.463345 1.603019 -0.019 -0.005 -0.006
C 0.615177 0.859211 -1.738099 0.086 -0.017 -0.119
C -0.859401 1.363297 -5.077208 -0.040 0.314 0.086
N 3.236359 -0.132255 -0.542254 -0.145 -0.070 0.077
C -4.337934 -2.724766 -1.101694 0.009 0.009 0.013
H 2.777235 3.073169 1.047207 0.004 0.002 -0.001
C -3.743514 -1.712835 -2.043809 -0.007 0.018 0.011
C 1.536136 2.256736 2.597296 0.018 0.008 -0.039
H -1.500135 -0.709087 0.164885 -0.009 -0.009 0.000
H 4.495965 -2.601129 2.810782 -0.003 0.002 -0.005
C 4.195381 -0.274651 -1.208826 -0.041 -0.024 -0.046
N -0.070916 -1.450793 1.523462 0.076 -0.065 -0.030
C -0.482597 1.851042 0.013399 -0.049 0.058 0.063
H -1.073467 3.958675 4.002465 0.002 0.004 0.000
N -2.182775 1.122917 -4.763464 -0.032 -0.095 -0.061
H 3.448281 -3.943083 1.065924 -0.004 -0.001 0.001
H -4.373348 1.366622 -3.340362 -0.005 0.003 0.001
H 3.793734 -1.023650 3.242303 0.000 -0.005 0.002
C -0.213441 1.473218 -2.668279 0.023 0.036 -0.049
H 1.742130 -1.962883 3.503698 -0.009 0.003 -0.009
Cl -0.722373 6.196303 2.275057 -0.006 0.009 0.000
H 2.266531 -3.170063 -0.018122 0.009 0.013 0.000
H -1.584757 -1.334074 3.001540 0.001 0.010 -0.005
C -0.235337 3.753992 3.349178 0.004 -0.024 -0.001
C 1.804268 -2.618274 2.633078 -0.016 -0.011 0.023
H -3.707394 -3.610044 -1.024513 0.005 -0.004 0.002
C -0.725039 -0.754493 2.641471 -0.017 0.024 -0.018
C 1.933730 3.261716 1.702132 -0.044 -0.004 -0.028
H -2.787273 1.336666 -5.542211 -0.001 -0.025 -0.006
C 3.118156 -2.987684 0.636952 -0.011 -0.026 0.003
V 1.678066 -0.219804 0.793507 0.176 0.119 0.258
O -0.512146 1.706652 -6.187688 -0.006 -0.129 -0.008
C -4.394497 -0.506687 -2.292582 0.008 0.007 -0.005
C 4.012514 -1.696925 2.417476 0.014 -0.003 0.013
H 0.145835 1.825893 4.180198 -0.001 -0.021 0.012
H -0.555247 2.002559 1.081156 0.019 0.031 0.053
H 0.521021 -3.406875 1.108585 -0.016 -0.010 0.011
H 4.694071 -1.200464 1.728769 0.005 0.004 0.000
H 1.433399 0.230752 -2.071413 -0.025 0.019 -0.007
H 1.570763 5.217168 0.893185 -0.001 0.002 0.003
H 2.141348 -3.603521 2.986694 0.004 0.006 0.004
H -5.323997 -3.045207 -1.441372 0.003 -0.002 -0.005
C -1.055357 -1.660209 0.453735 0.027 0.034 -0.061
C 0.157355 4.696866 2.416562 0.015 -0.003 0.002
H -4.461465 -2.307019 -0.100497 0.002 0.002 0.004
N 0.503149 1.040803 -0.413525 -0.064 0.037 -0.150
H -1.850370 -2.341282 0.779870 -0.031 -0.012 -0.006
C -2.668910 0.168459 -3.828681 -0.008 -0.067 -0.067
H -0.267788 -3.230455 2.668830 0.016 0.007 0.018
```
Forces are in eV/Å.

---

(2)
Molecular formula: C27H35FN2O4
Method: DFT, ωB97M-V/def2-TZVPD

Output
Structure (SMILES): COc1cc(C(=O)N(CC[C@H]2CCCN2C)C/C(C)=C/c2ccccc2F)cc(OC)c1OC
Relative energy (zero: lowest compared OMol25 entry of this formula, charge and spin): 1.94 kcal per mole
Kohn-Sham gap: 9.005 eV

Geometry as XYZ:
```
69
Properties=species:S:1:pos:R:3:forces:R:3
H 1.863954 -0.612396 -4.174759 0.102 0.038 -0.031
H -0.096308 -0.340276 -1.174403 0.016 -0.050 -0.097
C -1.805652 -1.470195 -1.910597 0.093 -0.022 -0.018
C -2.263594 -2.663394 1.751571 -0.105 -0.334 -0.038
O -0.161275 1.865208 2.088964 0.069 0.089 0.275
C 5.094463 2.221599 1.226583 0.124 0.025 0.137
H 1.956795 -0.690783 -2.400881 -0.001 0.005 0.028
C -0.896103 -2.380825 1.548820 -0.017 0.050 0.030
C -1.619665 -2.354505 -3.145790 0.148 -0.002 0.011
N -1.134036 1.998136 0.066313 0.040 0.229 -0.054
H 1.441990 0.804877 -3.220621 0.116 0.067 0.030
H 0.575421 -0.842030 1.232171 0.138 -0.024 -0.026
C -0.750051 -0.356088 -2.063627 -0.181 0.389 -0.018
C 4.017757 2.248462 -1.293394 0.032 0.043 0.186
H -4.612521 -3.401762 3.235127 -0.080 0.033 -0.065
H -3.077273 -4.394921 -0.081058 -0.001 -0.012 0.061
C -3.172175 -1.603768 1.833834 0.152 0.018 -0.039
C 5.383303 2.109019 -1.150249 -0.106 -0.015 -0.144
C -0.857075 1.358311 1.226344 -0.195 -0.141 -0.024
C -5.125111 -2.906950 2.409147 -0.275 -0.322 0.180
C 1.351790 4.480131 1.098627 0.074 -0.106 -0.073
C 0.904046 3.388877 0.181261 0.279 0.018 -0.214
F 3.498784 2.263968 -2.546329 0.033 -0.015 0.186
H 6.002372 2.011393 -2.028402 0.040 0.000 -0.101
H -1.089321 4.011406 0.623129 0.019 0.004 -0.101
C -0.154806 -2.129026 -3.485675 -0.116 -0.069 -0.110
H 3.077883 2.429323 1.921151 -0.089 0.012 0.101
O -4.506845 -1.684409 2.068786 0.277 0.180 -0.146
C -2.716465 -0.293751 1.649719 0.137 -0.057 -0.007
H -0.795789 3.679697 -1.098582 -0.039 0.001 0.073
O -0.066117 -3.462658 1.526118 -0.556 0.074 0.128
C -2.056296 1.537016 -0.950054 -0.147 -0.164 -0.501
H 0.862938 5.415729 0.827380 -0.018 0.101 0.012
H 2.428241 4.619067 1.058671 0.033 0.093 0.031
C -0.467200 -1.074948 1.374182 0.126 -0.156 0.006
H 1.297941 1.809038 -1.120002 -0.176 -0.102 -0.050
H 5.514744 2.201495 2.220969 0.034 -0.006 0.084
C -1.374063 1.033296 -2.228115 0.042 -0.147 0.409
H -2.816104 -1.069435 -1.853431 -0.078 0.026 0.087
C -0.584044 3.340773 -0.081823 0.046 -0.127 0.236
H -2.240954 -1.995638 -3.965820 -0.020 -0.044 -0.059
H 1.060444 4.230314 2.117953 -0.045 0.036 0.112
H -1.853311 -3.400508 -2.956024 -0.050 -0.040 -0.026
O -2.679561 -3.973929 1.913772 0.264 0.592 0.261
N 0.011424 -0.706127 -3.262885 -0.083 -0.196 0.009
H -0.602222 1.739843 -2.536210 0.037 0.125 -0.079
H -2.954326 -5.764531 1.057146 0.003 -0.003 -0.078
C 1.387738 -0.281028 -3.253380 -0.060 0.079 -0.052
H 1.555482 -2.787358 0.419356 -0.011 0.008 0.046
C 3.728721 2.365087 1.063284 0.059 -0.073 -0.175
C 1.714314 2.513226 -0.411700 -0.308 0.207 -0.163
H -1.479763 -4.932388 0.506762 -0.094 0.006 0.019
H -1.619863 -2.040141 -1.000516 -0.052 0.012 0.029
C 3.156484 2.392971 -0.207539 0.250 -0.010 -0.152
H 6.990690 1.990991 0.252700 0.089 -0.013 0.007
H -2.666357 0.738191 -0.530030 -0.041 0.158 -0.105
C -1.387392 -0.033397 1.393463 -0.172 -0.311 0.288
H 1.774044 -4.232044 1.438045 0.013 0.094 -0.010
H -2.112549 0.986198 -3.029429 -0.021 -0.009 -0.084
H -3.442406 0.500436 1.726660 -0.107 0.103 -0.029
H 0.492030 -2.732282 -2.822335 0.012 -0.005 0.001
C -2.529295 -4.801988 0.777713 -0.005 -0.186 -0.299
H -6.137306 -2.636507 2.710974 0.067 -0.039 -0.025
H 1.709727 -2.619373 2.191339 -0.019 -0.006 -0.031
C 5.924554 2.099316 0.124212 -0.047 -0.004 0.020
H -2.718354 2.372509 -1.204208 -0.027 -0.107 0.094
H -5.174312 -3.586725 1.554863 0.019 0.031 0.067
H 0.089781 -2.372816 -4.521360 0.058 -0.079 0.033
C 1.316563 -3.245142 1.385151 0.302 0.054 -0.057
```
Forces are in eV/Å.

---

(3)
Molecular formula: C27H35MnN4O6P
Method: DFT, ωB97M-V/def2-TZVPD

Output
Multiplicity: 6
Relative energy (zero: lowest compared OMol25 entry of this formula, charge and spin): 0.00 kcal per mole
Kohn-Sham gap (alpha / beta): 5.756 / 6.382 eV

Geometry as XYZ:
```
74
Properties=species:S:1:pos:R:3:forces:R:3
H 0.839728 -5.024549 -0.604192 -0.182 0.253 0.133
H 1.095809 5.216293 -3.839088 -0.047 -0.216 0.205
C -2.010796 -0.886348 -3.816171 -0.215 -0.196 -0.339
H 1.701293 -2.102365 3.900478 0.128 0.131 -0.192
H 1.047348 2.198670 4.722771 0.148 -0.021 -0.290
H -1.714313 0.138364 2.145904 -0.231 0.076 -0.294
H -5.511869 1.979748 1.332189 0.286 -0.057 -0.107
H 0.048667 4.007086 0.162335 0.054 -0.077 -0.273
H 3.393182 -2.119047 3.337083 -0.161 0.129 0.097
H -2.324357 -4.259870 1.223116 0.069 -0.419 -0.102
C -3.799565 -1.408322 -1.285211 -0.321 -0.483 -0.182
H -4.156270 -0.424521 -0.946025 0.211 -0.176 0.024
O 1.492160 -3.536143 -1.911812 -0.357 -0.594 0.551
H -1.801691 -5.421059 2.087213 -0.227 0.088 -0.413
C 1.993550 -1.578805 1.851063 -0.326 0.257 -1.227
O 0.707712 -1.094892 -3.125427 -0.292 0.490 0.251
H 4.585332 -0.196721 1.164356 -0.028 -0.185 -0.146
H -4.199340 -1.579659 -2.290303 -0.048 0.024 0.271
H 0.635715 -3.378312 0.009267 0.141 -0.360 -0.415
C -1.515940 -1.190330 -2.455443 3.414 0.644 -0.022
N -1.578996 -1.735388 -0.197519 -2.961 -0.078 -2.504
H 3.481607 2.527320 4.259625 -0.231 -0.086 -0.231
H 2.575163 -0.573517 3.640046 -0.066 -0.202 -0.056
C -4.469612 1.808760 1.058261 0.159 -0.031 0.001
C -1.765897 1.433883 0.406546 -0.166 -0.063 -0.022
P -0.019852 1.084362 -0.037336 -0.262 2.404 0.365
H 4.785734 -1.388391 -0.155978 -0.096 0.083 0.243
H -1.116361 -1.966189 1.899432 0.524 -0.084 0.605
C 0.568775 4.755458 -1.792517 -0.023 -0.246 0.052
C 2.393997 1.865490 1.101466 -0.057 -0.094 -0.003
C 2.432144 -1.596227 3.260777 0.251 -0.199 0.451
H -4.546440 3.069480 -0.699483 0.140 -0.202 0.167
H 2.760405 1.824163 0.071283 -0.070 -0.122 0.321
H 0.516980 5.798322 -1.477189 0.016 -0.273 -0.121
H 0.811438 1.033500 -2.871096 -0.049 0.175 0.012
C -2.331638 0.774472 1.507931 0.034 0.253 0.194
O -2.264026 -5.238597 1.252918 0.217 0.506 0.410
C -3.928976 2.422375 -0.074983 0.055 -0.118 0.082
H -2.022000 0.198192 -4.005730 0.123 -0.251 0.033
C 0.566921 -3.999813 -0.898363 0.462 -0.861 -0.716
H 2.149902 -1.076836 -2.293884 0.608 0.032 0.513
O -2.173640 -2.197471 0.873778 -0.102 0.264 0.434
C 0.555632 1.776997 2.671819 0.194 0.022 -0.116
H -0.463216 -4.021849 -1.279296 0.168 0.119 0.172
C 0.303588 3.744901 -0.866824 0.083 0.087 -0.192
C 1.034882 1.637132 1.365573 -0.096 0.135 0.266
H -0.507449 1.670834 2.877880 0.335 -0.033 0.032
C -3.667635 0.976440 1.844113 0.001 0.117 -0.132
C -2.587309 2.226114 -0.408878 0.027 0.020 0.136
N 2.165219 -1.224051 -0.422584 1.553 0.100 0.977
C 2.793623 2.281262 3.448045 -0.055 -0.060 -0.061
N 0.689836 -1.649187 1.480590 1.268 -0.121 0.797
C 0.975488 3.085298 -3.495652 0.012 0.275 0.048
N -0.170749 -1.199434 -2.178110 -2.448 -0.275 -2.485
H 1.644355 -4.266291 -2.531724 -0.150 0.377 0.286
H -1.371921 -1.367455 -4.566301 -0.085 0.191 0.163
C -2.318269 -1.461657 -1.320067 1.264 -0.420 3.478
H -4.068191 0.482673 2.730544 0.035 0.134 -0.293
C 3.272547 2.167905 2.139512 -0.175 0.083 0.014
C 4.323090 -1.208482 0.820252 0.405 -0.185 0.032
H -3.035470 -1.253100 -3.927459 0.203 0.093 -0.118
C 0.724879 2.075576 -2.567664 -0.127 -0.039 0.237
H 4.728855 -1.917716 1.550774 0.035 0.146 -0.158
H -4.195042 -2.173344 -0.606373 0.118 0.230 -0.111
C 0.897452 4.426657 -3.112921 -0.035 -0.221 0.087
H 4.329627 2.331701 1.918903 -0.322 -0.017 0.094
C 0.369310 2.395798 -1.250924 0.091 0.227 -0.350
O -0.247427 -1.758873 2.458898 -1.217 -0.123 0.351
H -2.169630 2.708023 -1.294650 -0.161 -0.105 0.269
H 1.235418 2.812339 -4.520166 -0.049 0.128 0.305
C 1.435221 2.091740 3.707852 0.098 0.110 -0.010
Mn 0.279252 -1.229568 -0.327958 -0.229 -1.281 -0.180
O 2.856535 -0.953361 -1.560868 -0.014 0.095 -1.182
C 2.855517 -1.369592 0.733571 -1.247 0.076 -0.120
```
Forces are in eV/Å.

---

Max |F|: 0.00650; 0.01359; 0.07543 (Eh/bohr)